Record 1
The following is a quantum chemistry calculation of 2 unconnected molecules or ions with the total composition C2H9N3O at a distorted geometry, from the OMol25 dataset.

Element x y z (Å)
C 0.3038 1.2511 2.2141
N 1.0676 0.2822 1.4358
C 0.4815 -0.9034 1.1044
N 1.2972 -1.6969 0.2682
N -0.7685 -1.1790 1.2615
H 0.9777 2.0624 2.4837
H -0.0846 0.7978 3.0986
H -0.4845 1.7267 1.6228
H 1.7523 0.6890 0.8279
H 2.3029 -1.6401 0.1732
H 1.0741 -2.6769 0.3559
H -0.8086 -2.1922 1.3590
H -1.6469 1.0242 -5.1705
H -3.1098 0.9415 -5.4208
O -2.3542 1.5137 -5.6136

Cartesian forces, eV/Å:
0.515 0.692 -1.024
-0.764 0.403 0.754
0.379 0.315 -2.166
0.143 -1.050 0.282
1.042 -0.030 1.919
0.145 -0.075 0.209
-0.380 -0.303 0.447
-0.230 -0.309 0.156
0.186 -0.269 -0.230
-0.066 0.705 0.657
-0.326 -0.017 -0.306
-0.643 -0.061 -0.703
0.093 0.323 -0.166
-0.081 0.309 -0.194
-0.012 -0.633 0.366

SMILES: [H]/N=C(\N)NC.O
net charge: 0
E_LUMO: 0.78 eV
energy relative to the best compared isomer or geometry (same formula, charge and spin): 105.8 kJ/mol
calculated total energy: -321.09143 Eh
molar mass: 91.11 g/mol

Mulliken population analysis, charges in e, atoms 1 to 2:
1. C -0.81
2. N -0.27



Record 2
The following is a quantum chemistry calculation of 2 unconnected molecules or ions with the total composition C2H9N3O at a distorted geometry, from the OMol25 dataset.

Element x y z (Å)
C 1.0535 -1.3774 -0.7504
N 1.2075 -1.3557 0.7204
C 0.7180 -0.2948 1.4473
N 0.5444 -0.6266 2.8025
N 0.4769 0.8412 0.9099
H 1.6463 -0.5770 -1.1835
H 0.0459 -0.9945 -0.9647
H 1.3002 -2.3859 -1.0301
H 0.9014 -2.2291 1.1107
H 1.2158 -1.3381 3.0572
H 0.5705 0.1580 3.4225
H 0.0831 1.4258 1.6374
H -4.0258 2.1679 -4.5180
H -3.1391 2.6547 -3.3154
O -3.1298 2.2727 -4.2007

Cartesian forces, eV/Å:
-0.629 1.684 1.460
0.060 -0.286 -0.395
0.087 0.394 -0.103
0.132 -0.515 -0.631
-0.243 -0.558 0.172
0.672 -0.433 -0.129
-0.131 -0.845 -0.346
-0.064 -0.064 -0.733
0.072 -0.205 0.192
-0.080 0.083 0.371
0.038 0.267 0.200
0.080 0.484 -0.058
-0.272 0.121 0.257
-0.331 -0.104 -0.240
0.609 -0.022 -0.018

SMILES: [H]/N=C(\N)NC.O
net charge: 0
E_LUMO: 0.91 eV
energy relative to the best compared isomer or geometry (same formula, charge and spin): 75.4 kJ/mol
calculated total energy: -321.10301 Eh
molar mass: 91.11 g/mol

Mulliken population analysis, charges in e, atoms 1 to 2:
1. C -0.81
2. N -0.36